Entry one
An isolated molecule of C3H5BrO. Source: OMol25; level of theory: ωB97M-V with the def2-TZVPD basis set.

Last column: natural (NBO) charge in e.
Atoms and positions in Å:
1 C 1.497 -0.652 1.095  -0.09
2 C -0.005 0.731 -0.442  0.26
3 C -1.131 -0.096 -0.877  -0.71
4 O 0.764 0.282 0.538  -0.43
5 Br -0.538 2.639 -0.194  -0.06
6 H 2.089 -0.295 2.004  0.18
7 H 1.420 -1.632 0.790  0.15
8 H -2.124 0.222 -0.422  0.24
9 H -0.797 -1.124 -0.529  0.22
10 H -1.174 -0.075 -1.961  0.24

The spin multiplicity is 1. The value obtained for the orbital gap (alpha / beta) is 0.297 / 0.307 Eh. The HOMO energy (alpha / beta) is -0.29207 / -0.29195 Ha. The lowest unoccupied orbital energy (alpha / beta) is 0.147 / 0.400 eV.



Entry two
A cluster of 2 separate species, C3H5BrO in total. Source: OMol25; level of theory: ωB97M-V with the def2-TZVPD basis set.

Last column: natural (NBO) charge in e.
Atoms and positions in Å:
1 C -0.229 1.317 -0.034  -0.52
2 C -0.882 -1.229 0.318  0.14
3 C 0.407 0.379 -0.681  0.11
4 O 0.157 -0.950 -0.379  -0.37
5 Br 2.601 -0.685 0.615  -0.43
6 H 0.112 2.318 -0.242  0.24
7 H -0.785 1.040 0.877  0.20
8 H -1.047 -2.255 0.529  0.19
9 H -1.423 -0.327 0.650  0.17
10 H 1.089 0.392 -1.653  0.26

The spin multiplicity is 1. The value obtained for the orbital gap (alpha / beta) is 0.199 / 0.290 Eh. The HOMO energy (alpha / beta) is -0.28779 / -0.32959 Ha. The lowest unoccupied orbital energy (alpha / beta) is -2.426 / -1.073 eV.



Which of them is most stable, and which least? Most stable: entry one; least stable: entry two.